[1]
DFT (the ωB97M-V functional and the def2-TZVPD basis) results for a structure of composition Cl2F2NO2PS at a distorted geometry.

The value obtained for the strongest force on any atom is 4.5 eV/A. Its HOMO-LUMO gap is 11.757 eV. The LUMO energy comes out at 0.2 eV. As for the spin multiplicity: 1.

Structure (XYZ):
```
9
Cl2F2NO2PS the ωB97M-V functional and the def2-TZVPD basis
N 1.043 -0.383 -0.081
O 0.365 -1.567 2.199
O -1.200 -0.150 0.799
F 0.902 0.532 -2.369
F -0.598 1.643 -1.057
P 0.007 0.156 -1.135
S 0.153 -0.485 1.292
Cl -1.301 -0.915 -1.931
Cl 0.630 1.169 2.283
```

***

[2]
DFT (the ωB97M-V functional and the def2-TZVPD basis) results for a cluster of 2 separate species, Cl2H2N2S in total at a distorted geometry.

The value obtained for the strongest force on any atom is 4.1 eV/A. Its HOMO-LUMO gap (spin up / spin down) is 7.854 / 6.580 eV. The LUMO energy (spin up / spin down) comes out at -1.1 / -4.7 eV. As for the expectation value of S²: 2.0130. As for the spin multiplicity: 3.

Structure (XYZ):
```
7
Cl2H2N2S the ωB97M-V functional and the def2-TZVPD basis
N -1.980 0.326 0.541
N 0.348 0.793 -0.847
S -0.650 0.024 -0.101
Cl 3.067 0.594 -0.037
Cl -0.482 -2.162 0.056
H -2.244 -0.588 0.850
H 1.940 1.013 -0.461
```

***

[3]
DFT (the ωB97M-V functional and the def2-TZVPD basis) results for an isolated molecule of Cl2H2NO2P at a distorted geometry.

The value obtained for the strongest force on any atom is 4.7 eV/A. Its HOMO-LUMO gap is 10.282 eV. The LUMO energy comes out at 0.1 eV. As for the spin multiplicity: 1.

Structure (XYZ):
```
8
Cl2H2NO2P the ωB97M-V functional and the def2-TZVPD basis
O 1.831 0.011 -1.200
N 1.281 0.251 -0.168
O 0.095 -0.741 0.262
P -1.304 -0.342 -0.523
Cl -2.297 -1.834 0.393
Cl -1.997 1.387 0.567
H 1.781 0.111 0.762
H 0.609 1.156 -0.093
```